No. 1
88
Properties=species:S:1:pos:R:3:lowdin_charge:R:1 method="wB97M-V/def2-TZVPD" relative_energy_ev=0.0000 multiplicity=2 orbital_gap_ev="5.2 / 7.4" total_charge=+1 homo_energy_ev="-11.134 / -11.135" max_force_ev_per_a=0.86 e_tot_ev=-135600.22135
Ni 1.48 -0.80 -0.54 0.3448
C 0.33 5.30 2.61 -0.0306
C 0.41 4.01 3.44 -0.5565
C 1.56 4.12 4.45 -0.0311
C -0.90 3.84 4.21 -0.0588
C 0.68 2.85 2.50 -0.1266
C 1.85 2.82 1.73 0.0356
C 2.07 1.79 0.85 -0.0593
N 1.21 0.78 0.71 0.0303
C 0.09 0.77 1.44 -0.1768
C -0.20 1.79 2.33 0.0721
C -0.80 -0.40 1.22 -0.1822
C -1.97 -0.62 1.93 0.0756
C -2.75 -1.75 1.68 -0.1273
C -2.26 -2.64 0.72 0.0257
C -1.09 -2.36 0.05 -0.0994
N -0.38 -1.26 0.29 -0.0002
C -4.06 -2.03 2.40 -0.5571
C -4.41 -0.93 3.41 -0.0578
C -5.18 -2.11 1.35 -0.0322
C -3.95 -3.37 3.15 -0.0312
H 0.14 6.15 3.27 0.0945
H -0.49 5.24 1.89 0.0940
H 1.25 5.49 2.06 0.0840
H 1.37 4.94 5.14 0.0943
H 2.52 4.30 3.96 0.0833
H 1.65 3.20 5.03 0.0963
H -1.04 4.69 4.87 0.0940
H -0.89 2.94 4.83 0.0923
H -1.76 3.79 3.54 0.0897
H 2.59 3.60 1.81 0.1272
H 2.97 1.75 0.24 0.1063
H -1.11 1.76 2.90 0.1027
H -2.29 0.09 2.68 0.1038
H -2.79 -3.56 0.49 0.1233
H -0.71 -3.03 -0.70 0.1182
H -4.52 0.04 2.92 0.0910
H -3.66 -0.85 4.20 0.0926
H -5.36 -1.17 3.88 0.0946
H -5.27 -1.17 0.81 0.0947
H -6.13 -2.32 1.84 0.0946
H -4.99 -2.90 0.63 0.0821
H -3.15 -3.34 3.90 0.0963
H -3.75 -4.20 2.47 0.0825
H -4.89 -3.58 3.66 0.0946
F 4.69 -4.57 1.10 0.1594
C 3.63 -5.25 0.64 -0.6048
F 2.77 -5.39 1.66 0.1343
F 4.04 -6.47 0.28 0.1577
C 2.98 -4.53 -0.52 -0.0907
C 2.95 -5.09 -1.78 0.0466
C 2.34 -4.39 -2.83 -0.0071
C 1.79 -3.16 -2.56 -0.0976
N 1.81 -2.63 -1.34 -0.0425
C 2.39 -3.28 -0.32 -0.6121
S 2.31 -2.38 1.15 0.9262
H 3.40 -6.05 -1.95 0.1367
H 2.31 -4.80 -3.82 0.1211
H 1.33 -2.57 -3.34 0.1041
C -1.27 0.58 -4.90 -0.1702
N -1.87 0.68 -3.57 -0.1465
C -1.86 2.08 -3.15 -0.1731
N -0.53 2.67 -3.17 -0.1433
C 0.05 2.52 -4.51 -0.1568
N 0.09 1.12 -4.94 -0.1420
C 1.05 0.32 -4.22 -0.2715
P 0.61 0.30 -2.39 1.0780
C -1.19 -0.17 -2.61 -0.2943
C 0.34 2.13 -2.15 -0.2818
H -1.88 1.14 -5.59 0.1335
H -1.25 -0.47 -5.21 0.1311
H -2.27 2.16 -2.14 0.1293
H -2.50 2.64 -3.83 0.1330
H 1.07 2.92 -4.51 0.1384
H -0.55 3.08 -5.21 0.1343
H 2.06 0.73 -4.32 0.0912
H 1.05 -0.70 -4.61 0.0889
H -1.70 -0.11 -1.64 0.0806
H -1.25 -1.21 -2.95 0.0936
H 1.30 2.63 -2.17 0.0897
H -0.11 2.29 -1.16 0.0883
F 3.51 -0.34 -0.65 -0.2639
P 4.42 0.23 -1.99 0.1940
F 5.18 0.78 -3.25 -0.0903
F 5.51 -0.84 -1.64 -0.0920
F 5.05 1.31 -1.01 -0.1141
F 3.17 1.28 -2.26 -0.2189
F 3.60 -0.86 -2.88 -0.1604

No. 2
82
Properties=species:S:1:pos:R:3:lowdin_charge:R:1 method="wB97M-V/def2-TZVPD" relative_energy_ev=3.3733 multiplicity=2 orbital_gap_ev="3.8 / 3.7" total_charge=+3 homo_energy_ev="-15.474 / -15.237" max_force_ev_per_a=4.53 e_tot_ev=-126751.42982
Ir -1.76 0.92 0.25 1.1520
N -1.11 -0.32 8.28 0.1981
C -0.96 -0.41 6.95 -0.2642
C -1.20 -1.63 6.27 0.0241
C -1.07 -1.70 4.90 -0.0363
C -0.69 -0.57 4.18 -0.2814
C -0.45 0.64 4.83 -0.0458
C -0.57 0.73 6.20 0.0224
S -0.69 -0.59 2.41 0.6144
O -0.21 -1.81 1.81 -0.2635
O -0.06 0.63 1.87 -0.3710
N -2.25 -0.34 1.97 -0.1182
C -3.09 -1.24 1.44 -0.5026
N -3.60 -0.84 0.26 0.0551
C -4.54 -1.57 -0.31 -0.0839
C -5.00 -2.74 0.28 0.0177
C -4.36 -3.12 1.46 -0.0559
N -3.43 -2.38 2.02 0.1758
H -1.39 -1.11 8.84 0.1384
H -0.95 0.56 8.75 0.1361
H -1.48 -2.50 6.84 0.1299
H -1.24 -2.63 4.38 0.1243
H -0.15 1.49 4.24 0.1179
H -0.38 1.66 6.71 0.1292
H -4.94 -1.22 -1.25 0.1322
H -5.79 -3.32 -0.16 0.1257
H -4.61 -4.04 1.97 0.1372
C 4.15 4.17 -1.79 -0.0934
C 2.83 3.73 -2.40 -0.2517
C 2.57 2.23 -2.34 -0.1674
C 2.21 1.75 -0.92 -0.1385
N 2.37 0.32 -0.81 0.0008
C 1.43 -0.64 -0.97 -0.5492
Se -0.38 -0.42 -1.40 0.9585
N 2.01 -1.85 -0.91 0.0015
C 1.34 -3.12 -1.05 -0.1397
C 1.07 -3.48 -2.52 -0.1815
C 2.33 -3.61 -3.36 -0.2631
C 2.02 -4.04 -4.78 -0.0917
C 3.36 -1.68 -0.70 -0.1129
C 4.40 -2.59 -0.57 0.0331
C 5.67 -2.06 -0.42 -0.0118
C 5.90 -0.68 -0.39 -0.0122
C 4.87 0.23 -0.50 0.0357
C 3.59 -0.29 -0.66 -0.1104
H 4.27 5.24 -1.92 0.0861
H 4.99 3.67 -2.28 0.0840
H 4.21 3.96 -0.72 0.0668
H 2.82 4.03 -3.45 0.1204
H 2.01 4.27 -1.92 0.1059
H 3.47 1.70 -2.67 0.1228
H 1.76 1.96 -3.02 0.1122
H 1.18 2.00 -0.66 0.0837
H 2.88 2.21 -0.19 0.1346
H 0.40 -3.07 -0.48 0.1059
H 1.97 -3.88 -0.59 0.1409
H 0.41 -2.72 -2.96 0.0850
H 0.53 -4.43 -2.53 0.1330
H 3.00 -4.35 -2.92 0.1169
H 2.88 -2.66 -3.38 0.1083
H 1.55 -5.02 -4.80 0.0856
H 2.92 -4.08 -5.38 0.0843
H 1.32 -3.35 -5.25 0.0791
H 4.24 -3.65 -0.58 0.1238
H 6.51 -2.73 -0.33 0.1287
H 6.91 -0.33 -0.25 0.1288
H 5.06 1.29 -0.47 0.1203
C -6.54 3.26 -1.24 0.0180
C -5.08 3.14 -1.25 -0.2435
C -4.12 3.88 -1.94 0.0744
C -2.89 3.33 -1.60 -0.3056
N -3.07 2.31 -0.74 -0.1195
N -4.40 2.22 -0.54 0.0481
C -1.53 3.74 -2.04 -0.0009
H -6.84 4.28 -1.47 0.1070
H -6.96 2.96 -0.29 0.0979
H -6.96 2.61 -2.02 0.1088
H -4.30 4.70 -2.61 0.1404
H -4.79 1.51 0.07 0.1533
H -1.34 4.77 -1.73 0.1084
H -1.45 3.69 -3.12 0.1083
H -0.79 3.09 -1.58 0.0342